[1]
{"formula": "C18H47NO10", "method": "ωB97M-V/def2-TZVPD", "elements": ["N", "H", "H", "H", "H", "O", "H", "C", "O", "C", "C", "O", "C", "C", "O", "C", "H", "H", "H", "H", "H", "H", "H", "H", "H", "H", "H", "H", "H", "H", "C", "O", "C", "C", "O", "C", "C", "O", "C", "H", "H", "H", "H", "H", "H", "H", "H", "H", "H", "H", "H", "H", "H", "C", "O", "C", "C", "O", "C", "C", "O", "C", "H", "H", "H", "H", "H", "H", "H", "H", "H", "H", "H", "H", "H", "H"], "coordinates": [[-0.546, -1.035, -1.527], [-0.311, -0.881, -2.426], [-0.930, -0.231, -1.267], [0.303, -1.236, -0.832], [-1.163, -1.699, -1.485], [-2.435, 0.391, -2.985], [-3.108, 0.741, -3.638], [-1.150, -1.370, 2.367], [-0.193, -0.737, 1.616], [1.128, -1.204, 1.912], [2.349, -0.586, 1.189], [2.209, -0.615, -0.083], [3.291, 0.021, -0.766], [2.915, 0.057, -2.258], [1.692, 0.874, -2.297], [1.278, 1.148, -3.668], [-1.034, -2.410, 2.146], [-2.171, -1.121, 2.050], [-1.160, -0.886, 3.231], [1.172, -2.428, 1.929], [1.235, -1.158, 2.944], [3.294, -1.043, 1.577], [2.388, 0.368, 1.492], [4.334, -0.353, -0.587], [3.687, 0.821, -0.414], [2.775, -1.012, -2.644], [3.821, 0.557, -2.836], [0.321, 0.720, -3.671], [1.809, 0.529, -4.407], [1.243, 2.286, -3.739], [-4.184, -2.962, -2.031], [-2.910, -3.408, -1.799], [-2.785, -3.762, -0.405], [-1.606, -4.732, -0.220], [-0.541, -4.089, -0.428], [0.625, -4.852, -0.380], [1.733, -4.082, -1.143], [1.324, -3.549, -2.328], [1.678, -4.374, -3.426], [-4.449, -2.118, -1.389], [-5.058, -3.669, -2.043], [-4.135, -2.617, -3.024], [-3.648, -4.228, -0.320], [-2.540, -3.151, 0.312], [-1.669, -5.624, -0.656], [-1.663, -4.958, 0.951], [0.447, -5.757, -0.552], [1.010, -4.969, 0.749], [2.273, -4.892, -1.173], [2.143, -2.972, -0.653], [1.585, -3.759, -4.512], [1.011, -5.224, -3.625], [2.596, -4.532, -3.301], [1.715, 7.677, 3.103], [0.911, 6.505, 2.904], [0.172, 5.953, 4.078], [-1.004, 5.094, 3.716], [-0.664, 4.372, 2.771], [-1.554, 3.269, 2.487], [-1.014, 2.583, 1.388], [-0.939, 3.429, 0.122], [-0.756, 2.742, -1.038], [1.073, 8.695, 3.552], [2.122, 7.898, 2.023], [2.542, 7.357, 3.779], [-0.147, 6.637, 4.618], [0.692, 5.365, 4.799], [-1.814, 5.875, 3.461], [-1.257, 4.466, 4.591], [-2.552, 3.698, 2.302], [-1.718, 2.580, 3.388], [-1.753, 1.864, 0.997], [-0.101, 2.117, 1.802], [-0.531, 3.370, -1.725], [-1.727, 2.237, -1.422], [0.015, 2.001, -1.220]], "lowdin_charge": [0.39, 0.06, 0.04, 0.18, 0.03, -0.56, -0.13, -0.11, -0.19, -0.15, -0.29, -0.12, -0.16, -0.15, -0.25, -0.06, 0.08, 0.11, 0.05, 0.16, 0.09, 0.16, 0.10, 0.15, 0.06, 0.13, 0.16, 0.03, 0.09, 0.12, -0.15, -0.15, -0.13, -0.29, -0.10, -0.14, -0.20, -0.19, -0.07, 0.10, 0.10, 0.07, 0.08, 0.06, 0.09, 0.17, 0.04, 0.17, 0.06, 0.20, 0.16, 0.10, 0.00, -0.14, -0.20, -0.14, -0.37, -0.08, -0.19, -0.16, -0.14, -0.16, 0.14, 0.11, 0.07, 0.03, 0.12, 0.16, 0.14, 0.14, 0.16, 0.13, 0.13, 0.02, 0.11, 0.07], "charge": 0, "lumo_ha": 0.0134, "e_above_lowest_kcal_mol": 34.5, "orbital_gap_ev": 6.461}



[2]
{"formula": "C8H12O3", "method": "ωB97M-V/def2-TZVPD", "elements": ["O", "C", "C", "C", "O", "C", "C", "C", "C", "C", "O", "H", "H", "H", "H", "H", "H", "H", "H", "H", "H", "H", "H"], "coordinates": [[-2.463, 0.284, 2.804], [-1.488, 0.409, 2.066], [-1.624, 1.225, 0.796], [-0.454, 0.752, 0.001], [0.179, 1.892, -0.573], [-0.679, -0.236, -1.135], [0.592, -0.829, -1.752], [1.783, -0.941, -0.750], [1.251, -1.147, 0.650], [0.461, 0.093, 1.089], [-0.320, -0.235, 2.218], [-1.540, 2.276, 1.106], [-2.598, 1.070, 0.310], [-0.499, 2.428, -1.073], [-1.239, 0.204, -1.934], [-1.298, -1.030, -0.732], [0.386, -1.788, -2.195], [0.937, -0.154, -2.552], [2.309, -0.010, -0.804], [2.450, -1.782, -1.018], [2.055, -1.292, 1.387], [0.601, -2.017, 0.716], [1.195, 0.828, 1.375]], "lowdin_charge": [0.09, -0.43, 0.00, -0.46, -0.01, -0.12, -0.16, -0.17, -0.13, -0.23, 0.10, 0.15, 0.15, 0.13, 0.11, 0.13, 0.10, 0.11, 0.10, 0.12, 0.13, 0.13, 0.16], "charge": 0, "lumo_ha": 0.0225, "e_above_lowest_kcal_mol": 0.0, "orbital_gap_ev": 10.502}



[3]
{"formula": "C22H40BrClN4Tc", "method": "ωB97M-V/def2-TZVPD", "elements": ["Tc", "Cl", "C", "C", "N", "H", "N", "H", "C", "C", "C", "H", "H", "H", "H", "H", "H", "C", "H", "H", "H", "C", "C", "H", "H", "C", "H", "C", "H", "H", "H", "H", "H", "C", "H", "C", "N", "H", "N", "H", "C", "C", "C", "H", "H", "H", "H", "H", "H", "C", "H", "H", "H", "C", "C", "H", "H", "C", "H", "C", "H", "H", "H", "H", "H", "C", "H", "C", "Br"], "coordinates": [[1.378, -0.051, -0.919], [2.642, -1.912, -0.721], [-1.631, 0.675, 2.009], [0.171, 0.255, 0.734], [-1.116, -0.132, 1.031], [-0.673, 2.369, 3.070], [0.451, 1.255, 1.632], [-2.616, 0.531, 2.435], [-1.835, -1.236, 0.328], [-3.063, -1.666, 1.135], [-2.298, -0.714, -1.021], [-3.826, -0.879, 1.216], [-3.556, -2.497, 0.611], [-2.810, -2.016, 2.144], [-1.347, -3.260, -0.197], [-0.466, -2.639, 1.223], [-1.449, -0.426, -1.659], [-0.849, -2.382, 0.225], [-2.946, 0.160, -0.886], [-2.882, -1.482, -1.544], [0.019, -2.202, -0.435], [-0.665, 1.565, 2.351], [1.679, 3.199, 0.827], [0.792, 3.795, 1.069], [2.565, 3.814, 1.034], [1.741, 1.952, 1.719], [3.824, 1.455, 1.331], [1.981, 2.425, 3.161], [1.811, 1.645, 3.914], [1.655, 2.951, -0.240], [2.727, 0.675, 0.176], [1.363, 3.312, 3.411], [3.040, 2.731, 3.229], [2.830, 0.991, 1.286], [2.833, 0.112, 1.936], [4.564, -2.447, -4.999], [3.415, -2.104, -4.310], [6.596, -1.676, -4.761], [4.988, -0.908, -3.500], [4.600, -3.152, -5.811], [2.094, -2.736, -4.515], [1.973, -3.251, -5.937], [1.931, -3.884, -3.524], [2.638, -4.107, -6.116], [0.945, -3.609, -6.079], [2.169, -2.466, -6.675], [0.029, -2.181, -4.344], [1.083, -0.881, -4.981], [2.161, -3.536, -2.505], [1.017, -1.703, -4.261], [2.570, -4.735, -3.811], [0.888, -4.226, -3.541], [1.106, -1.282, -3.251], [5.560, -1.700, -4.476], [6.252, -0.721, -1.426], [7.003, -1.477, -1.707], [6.749, -0.009, -0.753], [5.756, 0.021, -2.653], [5.426, 1.866, -1.621], [6.956, 0.554, -3.420], [6.679, 1.004, -4.375], [5.413, -1.184, -0.885], [4.001, 0.793, -1.655], [7.716, -0.223, -3.583], [7.442, 1.333, -2.814], [4.854, 1.159, -2.245], [4.462, 1.691, -3.119], [3.667, -1.158, -3.384], [1.321, 1.652, -2.632]], "lowdin_charge": [0.29, -0.10, -0.12, -0.29, -0.06, 0.09, -0.08, 0.08, -0.57, -0.10, -0.07, 0.06, 0.07, 0.08, 0.07, 0.09, 0.05, -0.10, 0.07, 0.07, -0.01, -0.12, -0.07, 0.07, 0.07, -0.58, 0.08, -0.10, 0.08, -0.01, -0.04, 0.06, 0.07, -0.12, 0.08, -0.09, -0.04, 0.09, -0.04, 0.09, -0.59, -0.08, -0.07, 0.06, 0.08, 0.08, 0.08, 0.08, 0.00, -0.10, 0.07, 0.08, -0.01, -0.09, -0.06, 0.07, 0.08, -0.59, 0.08, -0.08, 0.08, 0.05, 0.01, 0.06, 0.08, -0.10, 0.07, -0.10, -0.20], "s_squared": 4.073, "charge": -2, "lumo_ha": [0.1773, 0.1706], "e_above_lowest_kcal_mol": 22.1, "orbital_gap_ev": [1.981, 1.908], "spin_multiplicity": 4}



[4]
{"formula": "C6H30CsInLi2O14P", "method": "ωB97M-V/def2-TZVPD", "elements": ["Li", "Li", "Cs", "In", "P", "O", "O", "O", "O", "C", "O", "C", "C", "O", "C", "H", "H", "H", "H", "H", "H", "H", "H", "H", "H", "O", "H", "H", "O", "H", "H", "O", "H", "H", "O", "H", "H", "O", "H", "H", "O", "H", "H", "C", "O", "H", "H", "H", "H", "C", "O", "H", "H", "H", "H"], "coordinates": [[2.803, 11.163, 6.477], [-0.175, 3.472, 7.924], [-4.952, 7.956, 5.618], [1.408, 5.601, 1.392], [1.116, 7.458, 7.194], [0.103, 6.604, 6.367], [1.564, 6.531, 8.385], [0.593, 8.864, 7.692], [2.211, 7.794, 6.136], [9.411, 12.174, 2.754], [10.707, 12.566, 3.207], [11.312, 13.465, 2.338], [12.701, 13.887, 2.829], [12.471, 14.659, 4.057], [13.608, 15.356, 4.504], [9.412, 11.569, 1.847], [8.748, 13.026, 2.607], [9.045, 11.538, 3.561], [10.675, 14.348, 2.289], [11.448, 13.076, 1.329], [13.117, 14.614, 2.131], [13.369, 13.046, 3.012], [14.541, 14.841, 4.733], [13.217, 15.831, 5.403], [13.853, 16.117, 3.764], [6.549, 7.855, 7.795], [5.723, 7.788, 7.315], [6.289, 7.890, 8.715], [3.586, 8.812, 11.670], [3.192, 8.072, 11.209], [3.026, 9.557, 11.452], [-2.343, 12.421, 6.291], [-1.693, 11.882, 6.742], [-1.835, 13.132, 5.899], [5.294, 3.510, 10.426], [5.025, 2.616, 10.636], [4.487, 3.946, 10.151], [4.176, 3.488, 5.827], [4.233, 4.142, 6.523], [4.153, 2.649, 6.287], [-2.723, 8.633, 11.166], [-2.134, 8.864, 10.448], [-2.315, 7.871, 11.577], [0.741, 4.672, 14.260], [-0.090, 4.965, 13.181], [0.245, 4.018, 14.976], [1.615, 4.099, 13.950], [0.967, 5.657, 14.668], [0.492, 5.176, 12.447], [-1.027, 13.979, 11.566], [0.024, 13.082, 11.446], [-1.901, 13.487, 11.992], [-0.708, 14.799, 12.209], [-1.336, 14.387, 10.603], [-0.178, 12.544, 10.677]], "lowdin_charge": [0.95, 0.95, 0.97, 1.00, 0.01, -0.25, -0.24, -0.26, -0.21, -0.11, -0.17, -0.24, -0.14, -0.19, -0.12, 0.08, 0.08, 0.08, 0.13, 0.13, 0.12, 0.13, 0.09, 0.09, 0.09, -0.04, 0.01, 0.03, -0.04, 0.01, 0.03, -0.04, 0.01, 0.04, -0.04, 0.03, 0.01, -0.05, 0.02, 0.03, -0.04, 0.01, 0.03, -0.17, -0.14, 0.09, 0.08, 0.09, 0.06, -0.18, -0.12, 0.08, 0.09, 0.07, 0.06], "charge": 3, "lumo_ha": -0.4338, "orbital_gap_ev": 1.041}



- What is the formula in the second record?
  C8H12O3